C89H195N9O13 | ωB97M-V/def2-TZVPD

XYZ file:
```
306
C89H195N9O13 (ωB97M-V/def2-TZVPD)
C -4.8067 -1.2656 6.0604
C -4.3589 -0.9448 4.6606
C -3.8580 0.5068 4.6429
C -2.6022 0.7889 5.4357
C -1.5250 -0.1999 4.8665
C -1.9431 -1.6263 4.7671
N -3.2537 -1.7606 4.1059
O -3.5486 -3.1342 4.1417
C -0.9115 -2.3272 3.8734
C -1.9237 -2.2241 6.2139
C -5.5285 -1.0322 3.7019
H -4.3583 -0.5969 6.8295
H -4.7011 -2.3261 6.3359
H -5.9064 -1.1317 6.1952
H -3.6093 0.7391 3.6341
H -4.7039 1.1617 4.8668
H -2.6956 0.6009 6.4946
H -2.2217 1.8055 5.2843
H -0.6122 -0.1674 5.4525
H -1.2580 0.1158 3.8609
H -1.2680 -3.2781 3.5030
H -0.6595 -1.7885 2.9185
H 0.0174 -2.4334 4.4738
H -2.6114 -1.7485 6.9255
H -2.2004 -3.2756 6.3113
H -0.8969 -2.0996 6.6075
H -5.2215 -0.5660 2.7399
H -6.4663 -0.5333 4.0184
H -5.8224 -2.0343 3.4505
H -3.8238 -3.4454 5.0198
C 3.3825 -6.0067 0.3107
C 4.2291 -5.8276 1.5742
C 5.3545 -4.8178 1.3285
C 4.7861 -3.4412 1.1342
C 4.0248 -3.0038 2.3724
C 2.9483 -4.0043 2.8485
N 3.5503 -5.3296 2.7514
O 2.6508 -6.3072 3.2159
C 2.6397 -3.6737 4.2594
C 1.6009 -3.8863 2.1310
C 4.9345 -7.1185 1.9310
H 2.4567 -6.6041 0.4857
H 3.9909 -6.4165 -0.4827
H 2.9871 -5.1006 -0.0732
H 6.0353 -4.8324 2.1826
H 5.8747 -5.1593 0.4247
H 4.2234 -3.4029 0.2017
H 5.7055 -2.7955 1.0333
H 3.5242 -2.0229 2.2018
H 4.7014 -2.8484 3.2251
H 1.9162 -4.3785 4.7331
H 3.5620 -3.6749 4.8339
H 2.2422 -2.6287 4.2072
H 0.8798 -4.5492 2.5546
H 1.2609 -2.8888 2.1498
H 1.6738 -3.9789 1.0793
H 5.5814 -7.3949 1.0934
H 4.2255 -7.9083 2.0261
H 5.5323 -7.0215 2.8428
H 3.0708 -6.7056 4.0111
C -0.9622 -2.9877 -6.1951
C -0.8632 -1.5130 -5.8062
C -0.9773 -0.6143 -7.0140
C -2.3958 -0.2252 -7.4757
C -3.1238 0.2687 -6.2235
C -3.0835 -0.6310 -4.9959
N -1.7285 -1.0371 -4.7644
O -1.6369 -1.8952 -3.6540
C -3.5236 0.0895 -3.7236
C -4.0566 -1.7992 -5.2213
C 0.6220 -1.3600 -5.2477
H -0.1624 -3.2619 -6.9213
H -1.8550 -3.1629 -6.8201
H -0.9745 -3.6037 -5.3207
H -0.3731 0.2973 -6.8176
H -0.4527 -1.1466 -7.8256
H -2.8447 -1.1089 -7.8987
H -2.4831 0.5750 -8.1697
H -4.1484 0.5461 -6.4814
H -2.6962 1.2369 -5.9245
H -2.8018 0.8554 -3.3559
H -4.4640 0.6445 -3.7896
H -3.6574 -0.5085 -2.8132
H -5.0901 -1.4035 -5.0970
H -4.0094 -2.1086 -6.2833
H -3.9323 -2.6289 -4.5031
H 0.8183 -1.8038 -4.2379
H 0.6946 -0.2734 -5.0875
H 1.3867 -1.7768 -5.9325
H -1.4455 -1.3789 -2.8590
C -0.0051 -4.6631 -0.7616
C -0.2734 -5.4611 -2.0587
C 0.5314 -4.8119 -3.1997
C 0.5769 -5.6277 -4.5194
C 1.2836 -6.9102 -4.2504
C 0.4874 -7.7103 -3.0564
N 0.4111 -6.8151 -1.8879
O -0.1640 -7.5631 -0.8573
C -0.8292 -8.2101 -3.6745
C 1.2838 -8.9246 -2.7351
C -1.7641 -5.4287 -2.4276
H -0.3766 -5.1967 0.1256
H -0.4521 -3.6438 -0.8195
H 1.0571 -4.6852 -0.6599
H 0.1028 -3.8231 -3.3903
H 1.5672 -4.6929 -2.8416
H 1.0344 -5.0067 -5.2660
H -0.4400 -5.7609 -4.9298
H 2.2904 -6.8005 -3.9271
H 1.3136 -7.5821 -5.1109
H -1.4227 -8.8220 -2.9449
H -1.5041 -7.4009 -4.1700
H -0.5364 -8.9137 -4.4826
H 2.1965 -8.6090 -2.1708
H 0.7289 -9.6892 -2.1456
H 1.6974 -9.4125 -3.6170
H -2.3065 -6.3497 -2.1685
H -1.8835 -5.3182 -3.5057
H -2.3492 -4.6458 -1.9137
H 0.5287 -7.5564 -0.1723
C 5.3577 -0.5618 -2.4893
C 5.8657 -1.8999 -3.0348
C 4.6899 -2.8968 -3.1494
C 3.7007 -2.5514 -4.2558
C 4.5816 -2.6630 -5.4878
C 5.7140 -1.5912 -5.5915
N 6.4791 -1.8262 -4.3930
O 7.6527 -0.9702 -4.3974
C 6.6420 -1.9088 -6.8000
C 5.1381 -0.1895 -5.8960
C 6.9201 -2.5641 -2.1321
H 5.9640 0.2747 -2.8848
H 5.4556 -0.5516 -1.3883
H 4.2913 -0.3744 -2.6132
H 5.1327 -3.8626 -3.4221
H 4.2109 -3.0416 -2.1659
H 3.3013 -1.5669 -4.0445
H 2.8376 -3.2518 -4.2620
H 4.0852 -2.5213 -6.4200
H 5.0595 -3.6744 -5.4472
H 7.4161 -1.1389 -6.8197
H 6.9612 -2.8984 -6.7005
H 6.0082 -1.8144 -7.7268
H 4.7179 -0.2207 -6.9423
H 4.4033 0.2372 -5.1761
H 6.0004 0.4974 -5.8639
H 6.9966 -3.5981 -2.4577
H 6.7554 -2.4886 -1.0399
H 7.9114 -2.1169 -2.4142
H 8.2956 -1.6807 -4.3046
C -2.4336 5.7379 6.3747
C -2.1574 5.4793 4.8599
C -3.3072 4.7190 4.2063
C -3.2281 4.5389 2.7195
C -3.2664 5.8851 2.0767
C -2.1768 6.7804 2.6579
N -2.1889 6.7347 4.1634
O -1.1371 7.5058 4.6769
C -0.7533 6.5750 2.0331
C -2.5507 8.2543 2.3396
C -0.8303 4.6754 4.7225
H -2.9700 4.8047 6.6990
H -3.0808 6.5835 6.4631
H -1.5383 5.9573 6.9347
H -3.2819 3.7080 4.6863
H -4.1941 5.2098 4.5775
H -4.0210 3.9466 2.2590
H -2.3589 3.9069 2.4075
H -4.2289 6.3071 2.2650
H -3.1198 5.8764 0.9715
H 0.0191 7.2206 2.4599
H -0.3921 5.5795 2.0897
H -0.8008 6.8769 0.9976
H -1.7960 8.9868 2.6277
H -2.7203 8.3496 1.2948
H -3.4632 8.5424 2.8933
H -0.6325 4.2372 3.7490
H -0.8084 3.7633 5.3729
H 0.0030 5.3125 5.0482
H -1.5513 8.3168 4.9982
C -4.9990 4.6827 -1.8080
C -5.8249 3.5016 -1.1375
C -5.0127 2.2667 -0.8352
C -5.5191 1.2640 0.1682
C -5.7889 2.0235 1.4483
C -6.7978 3.1497 1.2947
N -6.2071 4.0200 0.1800
O -7.0467 5.1456 0.0070
C -8.2112 2.5874 1.0745
C -6.7585 4.0666 2.5342
C -7.0477 3.1776 -2.0559
H -4.1737 4.3446 -2.4279
H -4.5248 5.3491 -1.1022
H -5.5667 5.3444 -2.4421
H -4.8408 1.7838 -1.7926
H -4.0615 2.6920 -0.4363
H -4.7792 0.4414 0.2736
H -6.3780 0.7521 -0.2058
H -4.9038 2.4191 1.8469
H -6.2183 1.3420 2.2185
H -8.1390 1.7917 0.3525
H -8.7161 2.2473 2.0003
H -8.8534 3.3230 0.5735
H -5.8506 4.6787 2.5803
H -7.6353 4.6993 2.6780
H -6.6517 3.3816 3.4396
H -7.6734 2.3432 -1.7071
H -6.7256 2.9075 -3.0985
H -7.6060 4.0801 -2.3189
H -6.6004 5.9893 0.1071
C 1.8530 1.8669 6.7130
C 3.0742 0.9871 6.4761
C 2.7051 -0.1994 5.5792
C 2.4510 0.2007 4.1135
C 3.7433 0.6574 3.5943
C 4.2879 1.8396 4.4122
N 4.2499 1.6370 5.8547
O 4.6234 2.7648 6.5581
C 5.7730 1.9946 4.0119
C 3.4814 3.1379 3.9431
C 3.5743 0.4781 7.8096
H 1.5549 2.2841 5.7804
H 1.9144 2.7852 7.3399
H 0.9984 1.4007 7.2063
H 3.4679 -1.0040 5.6908
H 1.8459 -0.6993 6.0232
H 1.7110 0.9775 4.0952
H 2.1145 -0.6535 3.5357
H 3.6084 0.9469 2.5743
H 4.4216 -0.1708 3.5596
H 5.6820 2.1339 2.9317
H 6.2174 2.9352 4.4050
H 6.3574 1.1374 4.3554
H 2.4444 2.9061 3.9482
H 3.6428 3.9234 4.6188
H 3.7765 3.4970 2.9225
H 4.1175 1.2341 8.3840
H 4.2309 -0.3607 7.5742
H 2.7688 0.0756 8.4744
H 3.9377 3.4448 6.4500
C 1.2722 0.4397 -2.6054
C 1.3136 -0.0216 -1.1375
C 2.3780 0.5797 -0.2724
C 2.0207 2.0213 0.0403
C 0.7214 2.0608 0.8068
C -0.4329 1.4760 -0.0252
N 0.0181 0.1124 -0.3782
O -1.0024 -0.4904 -1.1819
C -1.6885 1.3323 0.7966
C -0.8286 2.3078 -1.2037
C 1.5457 -1.5508 -1.1479
H 2.0205 -0.1686 -3.0974
H 1.4330 1.5156 -2.7843
H 0.2898 0.2885 -3.0522
H 2.4528 0.0207 0.6393
H 3.3961 0.5649 -0.7157
H 1.9757 2.6676 -0.8597
H 2.8071 2.4077 0.7015
H 0.4250 3.1067 1.0578
H 0.7189 1.5045 1.7343
H -1.4469 0.5649 1.4981
H -1.9476 2.2578 1.3122
H -2.5082 0.9966 0.2032
H -1.6878 1.8774 -1.7023
H -1.1085 3.2776 -0.8233
H -0.0661 2.5310 -1.9071
H 2.5653 -1.7477 -1.4803
H 0.9058 -2.0557 -1.8446
H 1.3893 -1.8940 -0.1536
H -1.4773 -1.0192 -0.5196
C -1.9217 5.8537 -4.4741
C -1.2023 4.5161 -4.2980
O -0.0462 4.7390 -3.5049
H -2.9662 5.6670 -4.7613
H -1.5448 6.4688 -5.3347
H -1.9573 6.4405 -3.5415
H -1.1113 4.0666 -5.3028
H -1.8188 3.8075 -3.7377
H 0.6474 4.1786 -3.8016
C 1.7580 7.8907 -0.6521
C 1.9788 6.3737 -0.6471
O 3.1560 5.9291 -1.2917
H 2.6973 8.3020 -0.3272
H 0.9085 8.0366 0.0520
H 1.6496 8.2399 -1.6585
H 1.1791 5.7591 -1.0874
H 2.0590 6.0487 0.4082
H 3.9541 6.4351 -0.9951
C -3.5814 -3.5828 -0.2571
C -3.7988 -2.5745 0.8021
O -2.5645 -1.8577 0.9700
H -3.4455 -3.1501 -1.2715
H -4.4079 -4.2604 -0.2461
H -2.7113 -4.1327 0.0037
H -4.0517 -3.0722 1.7352
H -4.5713 -1.8552 0.5205
H -2.5746 -1.5459 1.8755
C 3.2575 3.2397 -5.5013
C 3.7483 3.8757 -4.2694
O 2.7786 3.8263 -3.1710
H 3.8799 3.5125 -6.3342
H 2.2306 3.6300 -5.6939
H 3.2843 2.1650 -5.3449
H 4.0299 4.9109 -4.4668
H 4.6353 3.3752 -3.9181
H 3.0618 4.5692 -2.6048
```

Results
F_max ... 2.9 eV/A
ΔE to the lowest compared entry with this formula, charge and spin ... 0.0 kJ/mol
HOMO level ... -7.946 eV
LUMO energy ... 0.40 eV
Electronic energy ... -4978.507332 Eh
Charge ... 0
Frontier orbital gap ... 8.35 eV